Entry 1:
CHF3O4RbS | ωB97M-V/def2-TZVPD

XYZ file:
```
11
Properties=species:S:1:pos:R:3:forces:R:3:mulliken_charge:R:1
Rb -2.07866 0.64391 -1.35037 -6.9 3.7 -0.9 0.81
O -1.06620 2.51431 -0.32438 -2.7 2.8 1.1 -1.03
H -1.62120 2.14946 0.39213 0.4 0.8 0.3 0.11
C 0.56285 -1.13691 1.04870 -0.2 2.3 -3.1 0.64
F 0.90429 -2.40092 0.76042 -0.3 0.2 1.3 -0.21
F -0.67925 -1.00809 1.54492 -0.3 -1.0 0.0 -0.25
F 1.34049 -0.54978 1.95011 0.6 -0.8 -0.1 -0.22
S 0.63736 -0.17747 -0.72514 3.5 0.9 -0.8 1.10
O -0.52786 -0.71869 -1.47851 5.7 -4.2 1.1 -0.82
O 0.61656 1.26330 -0.46540 1.2 -4.1 0.2 -0.46
O 1.91160 -0.57912 -1.35248 -1.1 -0.7 1.0 -0.67
```
Positions in Å, forces in eV/Å.

Values from the calculation:
LUMO level (eV): 2.09
Total charge: -1
E_HOMO (Ha): -0.090
Energy above the lowest of the compared OMol25 structures with the same formula, charge and spin (eV): 4.654
Kohn-Sham gap (eV): 4.55

Entry 2:
CHF3OY | ωB97M-V/def2-TZVPD

XYZ file:
```
7
Properties=species:S:1:pos:R:3:forces:R:3:mulliken_spin:R:1
O 2.15487 0.10317 -0.83221 2.2 0.2 1.5 -0.01
Y 3.44048 1.67290 -0.65387 -3.0 -3.5 -0.5 0.01
H 1.83882 -0.93289 -0.54837 0.7 3.1 -1.1 0.01
C 0.75809 -2.88842 -0.39284 -1.9 -3.2 0.4 0.72
F -0.22410 -3.03017 -1.27009 0.7 1.2 -0.1 0.09
F 1.58978 -3.90557 -0.55271 0.7 1.1 -0.1 0.09
F 0.23029 -2.98368 0.81936 0.6 1.1 -0.1 0.09
```
Positions in Å, forces in eV/Å.

Values from the calculation:
2S+1: 2
LUMO level (alpha / beta) (eV): -12.23 / -12.24
⟨S²⟩: 0.75
Total charge: +2
E_HOMO (alpha / beta) (Ha): -0.631 / -0.755
Kohn-Sham gap (alpha / beta) (eV): 4.94 / 8.32

Entry 3:
CHF3S2 | ωB97M-V/def2-TZVPD

XYZ file:
```
7
Properties=species:S:1:pos:R:3:forces:R:3:mulliken_spin:R:1
C 0.55459 0.09457 -0.83682 1.5 2.9 1.1 0.63
F -0.20884 1.18502 -0.65937 -0.1 0.3 -0.8 0.02
F 0.09138 -0.69061 -1.70124 -1.3 -1.6 -2.9 0.03
F 1.81868 0.48399 -1.17565 -0.8 -0.2 0.1 0.03
S -0.73937 0.05869 1.98685 -0.4 -0.8 0.2 0.33
S 0.49160 -1.19181 0.98696 -0.3 -0.9 2.6 0.95
H -2.00804 0.06015 1.39926 1.3 0.1 -0.4 0.02
```
Positions in Å, forces in eV/Å.

Values from the calculation:
2S+1: 3
LUMO level (alpha / beta) (eV): 0.01 / -3.20
⟨S²⟩: 2.01
Total charge: 0
E_HOMO (alpha / beta) (Ha): -0.239 / -0.363
Energy above the lowest of the compared OMol25 structures with the same formula, charge and spin (eV): 0.269
Kohn-Sham gap (alpha / beta) (eV): 6.53 / 6.68

Entry 4:
CHF4NO | ωB97M-V/def2-TZVPD

XYZ file:
```
8
Properties=species:S:1:pos:R:3:forces:R:3:nbo_charge:R:1
F 1.27805 0.59666 1.09538 -0.1 -0.5 -0.7 -0.34
C 0.84267 0.10892 -0.11138 1.6 -1.2 0.8 0.75
F 1.82520 0.35608 -1.01937 -0.6 1.2 -0.2 -0.33
O -0.30762 0.80936 -0.42084 -1.6 -0.2 -0.6 -0.40
N -1.61777 0.21323 -0.05731 3.2 0.5 -0.4 0.58
F -1.43911 -0.04445 1.27381 -0.5 -0.2 0.2 -0.21
F -1.50816 -1.03579 -0.61033 -0.5 -0.3 0.1 -0.21
H 0.92673 -1.00401 -0.14997 -1.5 0.7 0.8 0.16
```
Positions in Å, forces in eV/Å.

Values from the calculation:
LUMO level (eV): 0.92
Structure (SMILES): FC(F)ON(F)F
Total charge: 0
E_HOMO (Ha): -0.479
Energy above the lowest of the compared OMol25 structures with the same formula, charge and spin (eV): 1.435
Kohn-Sham gap (eV): 13.95

Entry 5:
CHF6N3O | ωB97M-V/def2-TZVPD

XYZ file:
```
12
Properties=species:S:1:pos:R:3:forces:R:3:nbo_charge:R:1
O -1.29131 0.81006 0.31328 2.6 0.9 -0.1 -0.67
C -0.13371 0.07765 0.07526 -1.8 0.9 -0.6 0.47
N -0.43020 -1.31717 0.31877 -0.9 -0.7 1.4 0.29
F 0.63582 -2.01015 -0.09921 0.6 -0.8 -0.7 -0.18
F -1.48475 -1.69668 -0.51210 0.6 0.4 -0.1 -0.22
N 0.97492 0.35991 1.01550 0.5 -1.0 0.1 0.29
F 0.49514 0.05027 2.29157 0.0 0.5 -0.7 -0.21
F 1.23109 1.68743 1.04542 -0.5 0.3 -0.1 -0.18
N 0.28199 0.19033 -1.41696 -0.2 -0.2 0.8 0.30
F 0.21100 1.50052 -1.72451 -0.5 1.1 -0.1 -0.20
F 1.63365 -0.01951 -1.54948 0.2 -0.4 0.5 -0.21
H -2.12363 0.36734 0.24246 -0.5 -1.1 -0.3 0.52
```
Positions in Å, forces in eV/Å.

Values from the calculation:
LUMO level (eV): 0.44
Structure (SMILES): OC(N(F)F)(N(F)F)N(F)F
Total charge: 0
E_HOMO (Ha): -0.417
Kohn-Sham gap (eV): 11.79

Entry 6:
CHFINO | ωB97M-V/def2-TZVPD

XYZ file:
```
6
Properties=species:S:1:pos:R:3:forces:R:3:nbo_charge:R:1
C 1.09851 0.22370 0.03835 -8.8 0.6 -0.4 0.38
N -0.38900 0.44543 -0.02814 8.3 0.6 0.5 -0.17
O -1.05178 -0.70712 -0.11318 -0.3 -1.4 -0.1 -0.52
F 1.83783 1.29122 0.09620 0.1 0.2 0.0 -0.29
I -3.05396 -0.50643 0.00466 0.5 0.1 0.0 0.45
H 1.55839 -0.74680 0.00211 0.2 -0.2 0.0 0.16
```
Positions in Å, forces in eV/Å.

Values from the calculation:
LUMO level (alpha / beta) (eV): -1.25 / -1.25
Total charge: 0
E_HOMO (alpha / beta) (Ha): -0.327 / -0.327
Energy above the lowest of the compared OMol25 structures with the same formula, charge and spin (eV): 2.033
Kohn-Sham gap (alpha / beta) (eV): 7.66 / 7.66